(1)
Entry from OMol25: a structure of composition C23H25F5InN6O6S (ωB97M-V/def2-TZVPD).

Frontier orbital gap ... 6.514 eV
Charge ... -1

Last column: Löwdin charge in e.
Element x y z (Å)
1 H 4.18013 12.67018 11.84747  0.067
2 N 7.67383 8.26445 13.43388  0.127
3 H 12.04206 11.10327 14.58425  0.126
4 H 5.37039 14.00009 13.40847  0.097
5 C 6.35296 8.19950 13.43152  -0.859
6 C 11.74227 12.97427 10.63162  -0.334
7 C 9.60591 15.09427 8.31866  -0.032
8 H 8.23925 7.58341 12.85281  0.083
9 O 9.07534 6.63730 11.66898  -0.074
10 H 9.14176 9.45260 8.86107  -0.022
11 C 6.35712 6.27996 9.38665  -0.139
12 N 11.58568 11.25061 12.12175  0.058
13 N 10.93316 12.09272 11.18892  -0.049
14 C 6.56089 4.80943 9.99402  -0.259
15 C 11.90435 9.97240 14.62871  -0.021
16 H 6.99535 13.91691 13.92648  0.041
17 F 8.57386 7.30885 8.84607  0.151
18 N 7.96313 12.66360 12.20377  -0.020
19 O 6.04170 10.57243 9.51601  -0.011
20 C 9.92257 13.91664 9.21167  -0.466
21 S 5.32687 9.62419 13.50763  0.535
22 F 7.21565 4.71601 7.44107  0.078
23 C 12.11296 7.80670 15.67434  -0.116
24 O 8.91715 13.18501 9.45266  -0.077
25 C 11.35152 7.96792 13.43001  -0.040
26 C 12.22336 9.17505 15.77415  -0.087
27 H 4.35097 12.15838 10.16331  0.066
28 H 11.63834 6.08162 14.38762  0.106
29 C 7.83845 6.46294 9.49731  -0.179
30 H 10.35737 15.78665 7.99046  0.065
31 C 10.83445 10.19686 12.45030  -0.448
32 H 9.58638 13.35949 12.70223  0.123
33 H 8.75130 15.62087 8.84702  0.110
34 H 9.24499 14.78104 7.38493  0.056
35 C 6.05271 11.83955 11.37923  -0.320
36 H 4.02850 10.96571 11.43323  0.070
37 C 6.73650 12.56960 12.42079  -0.266
38 O 8.58727 10.24195 8.80742  -0.312
39 C 6.20508 13.30316 13.64472  0.017
40 C 8.27321 6.02340 10.92264  -0.320
41 N 5.70193 7.03913 13.08814  0.089
42 F 5.48482 3.98930 10.09679  0.104
43 H 6.72396 10.22123 8.88441  0.089
44 H 13.10255 13.59592 12.08457  0.095
45 O 9.65516 9.98319 12.01999  -0.077
46 F 5.24786 6.94480 8.97383  0.093
47 H 10.95991 7.60336 12.47142  0.107
48 C 13.08974 13.14161 11.10324  -0.052
49 H 12.31904 7.12260 16.52635  0.104
50 N 6.73170 11.15343 10.57610  -0.006
51 H 4.76696 7.22079 12.79056  0.056
52 H 13.75128 13.67676 10.45647  0.072
53 C 7.07951 5.23573 8.70760  -0.121
54 H 11.96778 14.56288 9.23369  0.095
55 C 7.41844 4.95330 11.12273  -0.158
56 C 11.45086 9.31816 13.49269  -0.186
57 F 7.28941 4.16747 12.28276  -0.002
58 H 5.94682 12.58468 14.41596  0.075
59 H 8.06721 9.16966 13.57720  0.065
60 H 12.60475 9.71235 16.61112  0.081
61 C 4.55153 11.91568 11.16778  -0.020
62 H 13.61057 12.20417 11.25614  0.081
63 C 11.75727 7.15787 14.48571  -0.059
64 C 11.23006 13.89844 9.65589  -0.026
65 O 8.65000 13.46567 13.01572  -0.001
66 In 9.02316 11.32411 10.45290  0.878
67 H 6.24783 6.18614 12.88046  0.098

=====

(2)
Entry from OMol25: a structure of composition C23H25F5NNiO2SSi2 (ωB97M-V/def2-TZVPD).

Frontier orbital gap (spin up / spin down) ... 6.951 / 7.069 eV
Multiplicity ... 3
Charge ... -1

Last column: Löwdin charge in e.
Element x y z (Å)
1 C 2.85853 -0.61252 -0.66393  -0.189
2 H 6.34786 1.05851 -0.46373  0.099
3 C 1.27301 2.65535 -1.54426  -0.182
4 H -0.94978 3.66415 -3.37810  0.019
5 H 0.22282 -0.47211 -3.05238  0.008
6 C -3.03062 -0.84738 -2.10065  -0.166
7 C 5.37381 0.59179 -0.53509  -0.083
8 C 0.02587 0.54732 -3.38343  -0.166
9 H -0.97911 1.54269 0.40933  0.009
10 C -1.72240 0.32386 5.58687  -0.151
11 H -3.33140 0.01054 1.80816  0.027
12 F -2.24348 -0.73102 7.63849  0.103
13 Ni -0.12542 -0.79005 0.34941  0.397
14 H 4.36249 -2.33430 -3.18787  0.115
15 H 1.46151 3.40526 -2.31716  0.022
16 Si -0.31913 1.71583 -1.93517  0.394
17 H -5.05938 1.20684 -0.55051  0.021
18 O -0.14017 -3.85627 -2.18884  0.041
19 H -2.80015 -0.30581 -3.02146  0.016
20 N 1.63332 -1.21818 -0.69260  0.114
21 Si -2.75262 0.24471 -0.59643  0.374
22 F -2.51003 1.35944 5.90974  0.104
23 S 0.73350 -0.70873 2.53009  0.688
24 C 0.06896 -2.92924 -1.41883  -0.606
25 H 5.92696 -0.69010 -2.15038  0.108
26 C 5.14560 -0.37930 -1.46697  -0.041
27 H -2.42121 -1.75003 -2.07150  0.018
28 C -0.78063 -1.80066 6.12142  -0.151
29 H -0.82685 0.50371 -4.06362  0.019
30 O -0.68521 -2.48764 -0.49309  -0.094
31 C -1.04217 0.30675 4.38290  -0.248
32 C 3.59630 -2.03623 -2.48120  0.003
33 C -1.47007 3.04913 -2.63861  -0.200
34 C 3.10894 0.40655 0.28202  -0.047
35 H 2.09818 -3.44058 -3.13564  0.117
36 C 3.88043 -1.00710 -1.55051  -0.151
37 H -3.88164 2.39363 0.02744  0.026
38 H 4.52987 1.76422 1.07363  0.107
39 C 1.41983 -2.20964 -1.52366  -0.168
40 C -3.19971 -0.69450 0.98247  -0.179
41 H -2.44216 -1.42170 1.29376  0.008
42 C 4.34318 0.98602 0.34508  -0.068
43 H -1.83759 3.70762 -1.84788  0.027
44 H 2.31229 0.70108 0.95263  0.055
45 H -4.08116 -1.14850 -2.14662  0.029
46 F -0.65123 -2.83339 6.96696  0.103
47 H -4.05211 2.08741 -1.69999  0.005
48 F 0.65938 -2.85769 4.63874  0.077
49 C -4.05788 1.61341 -0.71692  -0.193
50 C -1.01997 0.87017 -0.46169  -0.430
51 H 2.14462 2.00281 -1.49591  0.000
52 C -1.59178 -0.73596 6.46651  -0.150
53 C 2.37962 -2.64194 -2.46561  0.014
54 H -2.34058 2.60625 -3.12779  0.011
55 H 0.89282 0.88580 -3.95765  0.027
56 H -4.12757 -1.25865 0.85515  0.030
57 C -0.20315 -0.74273 4.00638  -0.527
58 H 1.19458 3.17191 -0.58440  0.031
59 C -0.10895 -1.79832 4.91114  -0.250
60 F -1.20898 1.35754 3.57179  0.075

=====

(3)
Entry from OMol25: a structure of composition C23H25N6O4PdSe (ωB97M-V/def2-TZVPD).

Frontier orbital gap (spin up / spin down) ... 5.334 / 5.333 eV
Charge ... +1

Last column: Löwdin charge in e.
Element x y z (Å)
1 H -3.46822 -1.96266 2.71376  0.118
2 C -0.66991 5.43005 -0.53436  -0.472
3 C -0.75896 2.77821 -0.61412  -0.140
4 C -1.63733 -1.62727 1.64112  -0.242
5 H -1.72922 1.71292 1.81538  0.098
6 H 1.32900 4.51916 0.95029  0.187
7 C -2.07102 -3.56711 2.96302  -0.055
8 H 2.26610 0.81270 1.09933  0.068
9 C 3.16829 -0.78983 -1.83959  -0.017
10 H 5.22534 -1.28571 -1.51147  0.113
11 Se -2.23432 -1.79187 -1.63695  0.952
12 C 0.02914 -3.34918 1.78813  -0.035
13 C 1.88628 -0.81204 -1.31923  -0.203
14 H -3.91215 0.03534 1.89386  0.101
15 H 1.40593 1.69659 -1.98896  0.091
16 N 0.04309 1.81672 -0.04256  0.049
17 C -3.42557 -0.05608 0.92365  -0.073
18 N -0.82528 -4.30078 -0.84192  0.137
19 H -2.04790 4.78987 -1.70880  0.079
20 C 1.62334 -1.38976 -0.07388  -0.240
21 H -3.85872 -0.88131 0.37062  0.055
22 H 2.52868 -2.28748 1.65732  0.113
23 C -0.29628 4.00901 -0.25912  -0.047
24 H 3.35762 -0.36365 -2.81609  0.119
25 H -0.39101 -0.96115 -3.78026  0.081
26 N -1.97020 -0.28123 1.12169  -0.261
27 C 0.49124 -1.26949 -3.22600  -0.077
28 C 4.22313 -1.31278 -1.10865  -0.060
29 Pd -0.80214 -0.12639 -0.62858  1.102
30 H 0.96513 -3.78711 1.47842  0.110
31 O -2.62242 3.24276 -1.96972  0.106
32 H 1.75987 1.74745 2.51571  0.097
33 O -1.67848 5.63802 -1.34690  0.167
34 H 0.36666 -2.27410 -2.83707  0.071
35 H -2.02275 0.48761 3.07483  0.114
36 C -0.82010 -4.05833 2.62401  -0.053
37 C 1.00833 1.01034 -2.72710  -0.040
38 C 2.05465 1.81479 1.46645  0.037
39 C 3.97803 -1.86110 0.14190  -0.056
40 C 0.97781 2.43904 0.65681  -0.319
41 C 2.69593 -1.89848 0.66407  -0.017
42 H -3.56155 0.86989 0.36945  0.094
43 N 0.73601 -0.31381 -2.10582  -0.247
44 O -0.02380 6.29555 -0.00380  0.136
45 H 1.36147 -1.25140 -3.88284  0.104
46 H -0.50564 -5.02591 2.99099  0.118
47 C -2.48709 -2.34079 2.46255  -0.011
48 H 2.96719 2.40708 1.41448  0.099
49 C -0.37314 -2.11168 1.29080  -0.276
50 C -1.49868 0.70185 2.14334  -0.025
51 H 1.73196 0.89165 -3.53240  0.099
52 C -1.89404 2.39208 -1.48837  -0.546
53 H 4.79708 -2.25537 0.72837  0.117
54 H -0.43098 0.57772 2.29520  0.084
55 H 0.08110 1.39280 -3.14874  0.099
56 N 0.78573 3.76762 0.54305  0.210
57 H -2.73070 -4.13981 3.59896  0.114
58 N 0.31856 -1.32373 0.38192  -0.057
59 O -2.03377 1.11342 -1.67647  -0.194
60 C -1.38134 -3.33287 -1.12970  -0.677

=====

Number 1: F_max 3.5 eV/Å. Number 2: F_max 0.5 eV/Å. Number 3: F_max 0.2 eV/Å.